No. 1
A molecular structure, C16H39AsF6N2O9Zn, computed with ωB97M-V/def2-TZVPD.

Geometry as XYZ:
```
74
Properties=species:S:1:pos:R:3:mulliken_charge:R:1
Zn -0.102 0.320 -0.307 1.3391
O 0.471 0.449 1.500 -0.2627
H 0.889 0.721 2.340 0.1203
As -0.418 0.762 -4.213 1.8011
F 0.085 2.458 -4.074 -0.4641
F 1.274 0.199 -4.038 -0.4767
F -0.974 -0.973 -4.278 -0.4904
F -2.109 1.283 -4.380 -0.4661
F -0.356 0.912 -6.053 -0.4959
F -0.462 0.671 -2.413 -0.1946
C -3.201 -2.299 0.195 -1.5086
C -1.836 -1.678 -0.007 2.0942
C -1.014 -2.209 -1.187 -1.3650
O 0.199 -1.443 -1.257 0.9215
C 1.239 -2.067 -2.061 -1.0265
N -2.115 -0.266 -0.262 -0.4633
H -4.015 -1.784 0.705 0.4449
H -3.101 -3.257 0.707 0.3893
H -3.553 -2.661 -0.771 0.4137
H -1.248 -1.842 0.896 -1.1792
H -1.549 -2.190 -2.137 0.4548
H -0.735 -3.213 -0.869 0.4120
H 0.693 -2.453 -2.921 0.3254
H 1.613 -2.897 -1.462 0.3094
H 2.028 -1.359 -2.313 0.1240
H -2.712 0.023 0.501 0.4240
H -2.726 -0.185 -1.062 0.3427
C -0.856 -2.326 3.494 -1.4388
C 0.582 -2.777 3.419 0.7187
C 0.717 -4.298 3.737 -0.8622
O 0.279 -4.532 5.096 -0.3316
C 0.035 -5.910 5.459 -0.8141
N 0.991 -2.540 2.065 -0.0769
H -1.272 -2.236 4.498 0.4382
H -1.512 -2.953 2.890 0.2751
H -0.992 -1.316 3.106 0.3548
H 1.228 -2.266 4.133 0.3476
H 1.737 -4.678 3.702 0.4817
H 0.128 -4.868 3.019 0.3788
H 0.965 -6.464 5.584 0.3313
H -0.501 -6.546 4.754 0.3261
H -0.469 -6.096 6.408 0.2925
H 0.827 -1.574 1.818 -0.7167
H 1.996 -2.636 2.048 0.4077
C -4.301 4.814 -1.177 -1.4736
C -3.216 3.801 -1.071 0.1719
O -2.121 4.326 -0.346 -0.2886
C -1.011 3.541 -0.077 0.6797
O -0.843 2.376 -0.474 -0.9731
O -0.259 4.261 0.652 -0.4444
C 1.110 4.027 0.987 -0.2022
H -4.791 4.945 -0.212 0.3306
H -5.001 4.599 -1.984 0.4135
H -3.894 5.754 -1.549 0.3456
H -2.910 3.538 -2.084 0.2353
H -3.593 2.838 -0.726 0.1760
H 1.110 3.056 1.483 0.0387
H 1.330 4.834 1.685 0.2922
H 1.774 4.097 0.126 0.1346
C 3.126 4.257 -3.027 -1.4831
C 2.418 3.091 -2.332 0.5979
O 3.314 2.372 -1.522 -0.3977
C 2.944 1.220 -0.918 0.4567
O 1.783 0.790 -0.854 -0.1120
O 4.016 0.670 -0.293 -0.4048
C 3.845 -0.600 0.346 -0.1859
H 3.237 5.135 -2.391 0.3229
H 2.701 4.443 -4.013 0.3745
H 4.177 3.995 -3.152 0.3573
H 2.085 2.348 -3.056 0.0931
H 1.482 3.369 -1.847 -0.1605
H 2.808 -0.824 0.596 -0.2862
H 4.261 -0.600 1.353 0.3945
H 4.276 -1.479 -0.133 0.3614
```

electronic energy: -6033.774829 a.u.
net charge: +1
Kohn-Sham gap (alpha / beta): 9.9 / 4.4 eV
2S+1: 2
maximum force: 3.657 eV/Å

=====

No. 2
2 unconnected molecules or ions with the total composition C4H13N2, computed with ωB97M-V/def2-TZVPD.

Geometry as XYZ:
```
19
Properties=species:S:1:pos:R:3:mulliken_charge:R:1
C -0.614 1.215 0.581 -0.6183
N -1.696 1.688 1.415 -0.4643
C -0.780 -0.336 0.548 0.3650
N 0.401 -0.890 0.116 -0.0952
C 3.244 -0.583 -1.441 -0.8103
C -2.022 -0.812 -0.209 -1.2441
H -0.693 1.722 -0.376 0.3355
H 0.316 1.447 1.088 0.4185
H -1.471 2.417 2.075 0.2433
H -2.472 1.991 0.848 0.2598
H -0.827 -0.697 1.619 0.3076
H 0.539 -1.812 0.561 0.3293
H 2.272 -0.194 -1.140 0.0250
H 3.882 0.213 -1.808 0.2950
H 3.616 -1.051 -0.530 0.2490
H 3.209 -1.350 -2.213 0.2674
H -2.962 -0.512 0.237 0.3807
H -1.848 -0.552 -1.251 0.3669
H -2.095 -1.903 -0.120 0.3892
```

relative energy (zero: lowest compared OMol25 entry of this formula, charge and spin): 142.25 kcal per mole
electronic energy: -269.273992 a.u.
net charge: +1
Kohn-Sham gap: 5.9 eV
maximum force: 2.825 eV/Å

=====

No. 3
C6H8Cl2Si in the gas phase, computed with ωB97M-V/def2-TZVPD.

Geometry as XYZ:
```
17
Properties=species:S:1:pos:R:3:mulliken_charge:R:1
Cl -4.070 -1.068 0.353 -0.1524
C -2.714 0.033 0.363 -0.0801
Cl -3.145 1.549 -0.527 -0.1877
Si -1.186 -0.711 -0.596 0.3524
C 0.479 0.576 -0.357 0.6184
C 1.580 -0.047 -1.089 -0.9252
C 2.560 -0.155 -0.198 -0.1368
C 2.123 0.145 1.128 -0.5097
C 0.839 0.520 1.055 -0.9297
H -2.354 0.279 1.331 0.2664
H -0.921 -1.967 0.150 -0.0774
H -1.773 -1.016 -2.042 -0.1025
H 0.297 1.607 -0.784 0.3508
H 1.624 -0.305 -2.156 0.3915
H 3.689 -0.389 -0.518 0.2394
H 2.701 0.049 2.011 0.4824
H 0.273 0.901 1.873 0.4002
```

relative energy (zero: lowest compared OMol25 entry of this formula, charge and spin): 71.67 kcal per mole
electronic energy: -1443.227831 a.u.
SMILES string: ClC(Cl)[SiH2]C1C=CC=C1
net charge: 0
Kohn-Sham gap: 9.7 eV
maximum force: 5.073 eV/Å

=====

No. 4
C22H20N4O4S2 in the gas phase, computed with ωB97M-V/def2-TZVPD.

Geometry as XYZ:
```
52
Properties=species:S:1:pos:R:3:mulliken_charge:R:1
C -6.466 2.795 1.497 -0.7764
O -5.210 2.960 0.573 -0.4687
C -4.558 1.720 0.408 1.0510
C -3.469 1.710 -0.543 -0.5187
C -2.711 0.735 -0.573 -0.4817
C -3.012 -0.546 0.120 -0.0587
N -2.166 -1.417 -0.371 -0.0694
C -1.992 -2.737 0.720 -1.7339
C -0.709 -3.325 0.422 0.0277
C 0.645 -2.837 0.956 0.0316
O 1.549 -3.372 1.292 -0.4227
N 0.688 -1.205 0.960 0.0355
C 1.679 -0.551 1.447 0.3496
N 1.693 0.688 1.235 -0.2393
N 2.826 1.279 1.717 -0.5443
C 3.840 0.394 1.805 0.4499
S 5.468 0.682 2.127 -0.1391
C 5.658 2.242 0.579 -0.8202
C 5.728 1.296 -0.580 0.1367
O 6.806 1.443 -1.166 -0.5623
C 4.329 1.031 -1.035 1.2262
C 3.345 1.884 -1.109 -0.1895
C 2.115 1.590 -1.741 -0.7370
C 1.941 0.153 -2.277 -0.6286
C 3.097 -0.632 -2.108 -0.8397
C 4.262 -0.354 -1.670 -0.8673
S 3.317 -1.449 1.832 -0.1323
C -0.605 -3.072 -1.346 -0.8583
C -1.315 -1.922 -1.517 0.7229
O -1.259 -0.941 -2.341 -0.6218
C -4.054 -0.535 0.654 0.1555
C -4.925 0.543 0.923 -0.6639
H -6.109 2.525 2.441 0.3630
H -7.214 2.121 0.973 0.3093
H -6.932 3.834 1.339 0.2373
H -3.431 2.915 -0.787 0.1806
H -1.774 1.035 -1.372 0.0095
H -2.032 -2.144 1.642 0.6703
H -2.626 -3.360 0.586 0.8274
H -0.732 -4.396 0.583 0.6483
H -0.354 -0.689 0.975 0.0968
H 6.680 2.588 1.064 0.4209
H 4.682 2.834 1.100 0.3222
H 3.383 2.981 -0.807 0.1917
H 1.256 2.168 -1.450 0.3016
H 1.049 -0.159 -2.702 0.7711
H 3.017 -1.483 -2.454 0.7959
H 5.110 -0.948 -1.623 0.5298
H 0.497 -3.105 -1.582 0.2230
H -0.999 -3.985 -1.720 0.4384
H -4.321 -1.307 1.252 0.4586
H -5.686 0.326 1.652 0.3911
```

relative energy (zero: lowest compared OMol25 entry of this formula, charge and spin): 437.41 kcal per mole
electronic energy: -2166.091545 a.u.
SMILES string: COc1ccc(N2C[C@H](C(=O)Nc3nnc(SCC(=O)c4ccccc4)s3)CC2=O)cc1
net charge: 0
Kohn-Sham gap: 7.5 eV
maximum force: 18.028 eV/Å

=====

No. 5
C5H9NO in the gas phase, computed with ωB97M-V/def2-TZVPD.

Geometry as XYZ:
```
16
Properties=species:S:1:pos:R:3:mulliken_charge:R:1
C 0.419 1.412 -1.398 -0.9473
C -0.778 1.495 -0.496 -0.0448
N -1.542 0.505 -0.163 -0.0194
C -0.922 -0.882 0.086 0.2571
O -1.462 -1.872 -0.396 -0.6863
C 0.186 -0.630 0.878 -0.2273
C 1.145 -1.736 1.203 -1.1413
H 0.602 0.401 -1.781 0.3001
H 1.333 1.785 -0.920 0.3019
H 0.197 2.091 -2.236 0.3465
H -1.094 2.500 -0.185 0.3915
H -2.499 0.679 0.130 0.2607
H 0.226 0.300 1.449 0.3634
H 1.047 -2.533 0.448 0.2645
H 0.962 -2.165 2.202 0.2754
H 2.181 -1.350 1.179 0.3052
```

relative energy (zero: lowest compared OMol25 entry of this formula, charge and spin): 70.09 kcal per mole
electronic energy: -325.825864 a.u.
net charge: 0
Kohn-Sham gap (alpha / beta): 6.9 / 6.9 eV
maximum force: 0.486 eV/Å

=====

No. 6
2 unconnected molecules or ions with the total composition C9H13N3O6, computed with ωB97M-V/def2-TZVPD.

Geometry as XYZ:
```
31
Properties=species:S:1:pos:R:3:mulliken_charge:R:1
N -1.385 1.409 2.943 -0.5870
C -0.589 1.441 1.757 -0.2512
C -0.215 0.434 0.858 -0.1861
N 0.620 0.625 -0.061 0.0635
C 1.148 1.862 -0.289 0.2094
O 2.173 1.979 -0.981 -0.6627
N 1.015 2.855 0.854 0.0501
C 0.086 2.941 1.544 0.5138
O -0.123 3.953 2.233 -0.7158
H 1.507 3.689 0.467 0.3146
C 1.079 -0.343 -1.034 -0.3386
O -0.120 -0.392 -1.977 -0.5284
C -1.229 -1.627 -1.600 -0.1407
H -1.009 -2.291 -2.496 0.3335
C -2.484 -1.088 -1.249 -0.4505
O -3.057 -2.045 -0.170 -0.5548
H -3.280 -2.976 -0.655 0.3371
H -2.331 -0.228 -0.492 0.2289
H -2.948 -0.997 -2.202 0.3488
C -0.207 -2.489 -0.392 0.1167
O -0.237 -3.738 -0.868 -0.6415
H 0.903 -3.966 -0.843 0.4380
C 1.217 -1.798 -0.356 -0.2570
O 2.182 -2.553 -0.895 -0.7674
H 2.016 -2.270 -2.255 0.4217
H 1.440 -1.793 0.625 0.6344
H -1.031 -2.428 0.533 0.2882
H 1.897 -0.090 -1.669 0.5606
H -0.724 -0.382 1.227 0.6960
H -2.156 0.737 2.917 0.2424
H -1.596 2.414 3.179 0.2838
```

relative energy (zero: lowest compared OMol25 entry of this formula, charge and spin): 250.54 kcal per mole
electronic energy: -966.099410 a.u.
net charge: 0
Kohn-Sham gap: 7.0 eV
maximum force: 18.815 eV/Å